C4H7NO2 in the gas phase in a non-equilibrium geometry, computed with ωB97M-V with the def2-TZVPD basis set.

Calculated values
Net charge: 0
Frontier orbital gap: 10.7832 eV
E_LUMO: 0.8 eV
Calculated total energy: -9846.01464 eV
Maximum force: 2.8 eV/A
Energy above the lowest of the compared OMol25 structures with the same formula, charge and spin: 122.1 kJ/mol

Last column: natural (NBO) charge in e.
Element x y z (Å)
C (-0.49, -0.79, -0.48)  0.30
C (0.83, 1.69, -0.09)  -0.41
C (-1.65, -0.80, 0.49)  -0.65
N (0.64, 0.26, -0.12)  -0.48
C (1.52, -0.74, -0.04)  0.89
O (0.44, -1.79, -0.33)  -0.56
O (2.67, -0.94, 0.12)  -0.56
H (-0.80, -0.63, -1.52)  0.16
H (0.84, 2.10, -1.11)  0.20
H (0.02, 2.15, 0.48)  0.21
H (1.77, 1.92, 0.40)  0.23
H (-2.22, 0.12, 0.40)  0.22
H (-2.29, -1.65, 0.27)  0.23
H (-1.28, -0.90, 1.51)  0.23



C4H7NO2 in the gas phase, computed with ωB97M-V with the def2-TZVPD basis set.

Calculated values
Net charge: 0
Frontier orbital gap: 10.9358 eV
E_LUMO: 0.9 eV
Calculated total energy: -9843.80063 eV
Maximum force: 0.4 eV/A
Energy above the lowest of the compared OMol25 structures with the same formula, charge and spin: 335.7 kJ/mol

Last column: natural (NBO) charge in e.
Element x y z (Å)
N (1.29, 0.12, 2.05)  -0.83
C (1.30, 0.53, 0.68)  0.21
O (0.36, 1.46, 0.21)  -0.48
C (0.32, 0.14, -0.33)  0.03
C (-1.08, -0.40, -0.26)  0.03
C (-1.77, -0.39, -1.56)  -0.10
O (-1.37, -1.61, -0.94)  -0.48
H (1.93, 0.71, 2.57)  0.36
H (1.67, -0.82, 2.09)  0.37
H (0.75, 0.01, -1.33)  0.17
H (2.28, 0.78, 0.26)  0.15
H (-1.64, -0.21, 0.65)  0.21
H (-1.19, -0.13, -2.45)  0.18
H (-2.84, -0.19, -1.63)  0.19



C4H7NO2 in the gas phase in a non-equilibrium geometry, computed with ωB97M-V with the def2-TZVPD basis set.

Calculated values
Net charge: 0
Frontier orbital gap: 7.9022 eV
E_LUMO: 0.6 eV
Calculated total energy: -9842.96159 eV
Maximum force: 1.6 eV/A
Energy above the lowest of the compared OMol25 structures with the same formula, charge and spin: 416.6 kJ/mol

Last column: natural (NBO) charge in e.
Element x y z (Å)
O (1.94, -0.11, -0.38)  -0.73
C (0.96, 0.09, 0.67)  -0.09
C (0.22, 1.36, 0.46)  -0.48
N (-0.82, 0.87, -0.66)  -0.61
C (-1.06, -0.59, -0.58)  -0.36
C (-0.01, -1.07, 0.44)  0.56
O (0.01, -2.18, 0.91)  -0.53
H (2.39, -0.95, -0.19)  0.47
H (1.41, 0.05, 1.66)  0.21
H (-0.34, 1.70, 1.32)  0.18
H (-0.04, 1.30, -1.19)  0.49
H (-1.66, 1.44, -0.72)  0.42
H (-0.94, -1.11, -1.54)  0.24
H (-2.06, -0.79, -0.20)  0.24



C4H7NO2 in the gas phase, computed with ωB97M-V with the def2-TZVPD basis set.

Calculated values
Net charge: 0
Frontier orbital gap: 10.6982 eV
E_LUMO: 0.7 eV
Calculated total energy: -9846.79903 eV
Maximum force: 0.6 eV/A
Energy above the lowest of the compared OMol25 structures with the same formula, charge and spin: 46.4 kJ/mol

Last column: natural (NBO) charge in e.
Element x y z (Å)
C (-1.00, -1.08, 0.73)  -0.60
C (-0.37, -0.05, -0.20)  -0.42
C (-1.11, 1.28, -0.11)  0.46
O (-2.27, 1.37, 0.19)  -0.51
C (1.10, 0.19, 0.15)  0.68
O (1.43, 0.52, 1.27)  -0.61
N (1.98, 0.07, -0.88)  -0.82
H (-0.85, -0.77, 1.77)  0.23
H (-2.07, -1.16, 0.54)  0.23
H (-0.53, -2.07, 0.60)  0.21
H (-0.47, -0.38, -1.25)  0.22
H (-0.51, 2.18, -0.36)  0.12
H (1.71, -0.29, -1.78)  0.40
H (2.96, 0.20, -0.68)  0.41



A molecular structure, C4H7NO2, computed with ωB97M-V with the def2-TZVPD basis set.

Calculated values
Net charge: 0
Frontier orbital gap: 10.0787 eV
E_LUMO: 0.1 eV
Calculated total energy: -9841.09672 eV
Maximum force: 0.4 eV/A
Energy above the lowest of the compared OMol25 structures with the same formula, charge and spin: 596.6 kJ/mol

Last column: natural (NBO) charge in e.
Element x y z (Å)
C (0.70, 1.35, -1.13)  -0.62
C (0.05, 0.32, -0.24)  0.12
C (-1.39, 0.30, 0.04)  -0.07
O (-0.80, -0.64, -0.84)  -0.45
C (0.93, -0.24, 0.81)  0.47
O (1.97, 0.26, 1.43)  -0.42
N (1.13, -1.24, 1.54)  -0.11
H (-0.04, 1.76, -1.82)  0.23
H (1.13, 2.16, -0.53)  0.24
H (1.50, 0.89, -1.71)  0.23
H (-1.76, -0.11, 0.98)  0.20
H (-2.02, 1.05, -0.43)  0.19
H (-0.55, -2.82, 0.76)  0.00
H (-1.17, -3.19, 0.92)  0.00



A molecular structure, C4H7NO2 in a non-equilibrium geometry, computed with ωB97M-V with the def2-TZVPD basis set.

Calculated values
Net charge: 0
Frontier orbital gap: 10.5696 eV
E_LUMO: 0.8 eV
Calculated total energy: -9844.65702 eV
Maximum force: 4.2 eV/A
Energy above the lowest of the compared OMol25 structures with the same formula, charge and spin: 253.0 kJ/mol

Last column: natural (NBO) charge in e.
Element x y z (Å)
C (-1.70, -0.99, -0.09)  -0.64
C (-0.34, -0.32, -0.48)  0.05
C (-0.10, 1.05, 0.10)  -0.27
N (1.34, 0.92, -0.12)  -0.66
C (1.75, -0.35, 0.34)  0.87
O (2.85, -0.66, 0.73)  -0.59
O (0.67, -1.14, 0.19)  -0.50
H (-1.82, -1.02, 1.02)  0.22
H (-1.78, -2.02, -0.44)  0.23
H (-2.55, -0.42, -0.48)  0.22
H (0.53, 0.20, -1.41)  0.25
H (-0.32, 1.24, 1.15)  0.19
H (-0.51, 1.85, -0.53)  0.21
H (1.97, 1.68, 0.01)  0.41



C4H7NO2 in the gas phase in a non-equilibrium geometry, computed with ωB97M-V with the def2-TZVPD basis set.

Calculated values
Net charge: 0
Frontier orbital gap: 10.1851 eV
E_LUMO: 0.9 eV
Calculated total energy: -9844.53075 eV
Maximum force: 1.9 eV/A
Energy above the lowest of the compared OMol25 structures with the same formula, charge and spin: 265.2 kJ/mol

Last column: natural (NBO) charge in e.
Element x y z (Å)
C (2.35, -0.19, -0.26)  -0.43
N (1.26, 0.74, -0.40)  -0.50
C (0.06, 0.39, -0.40)  0.54
C (-0.93, 1.08, 0.47)  -0.14
O (-2.19, 0.60, 0.09)  -0.50
C (-1.91, -0.74, -0.17)  0.22
O (-0.58, -0.81, -0.70)  -0.51
H (2.24, -1.15, -0.77)  0.19
H (3.29, 0.29, -0.54)  0.20
H (2.42, -0.39, 0.83)  0.19
H (-0.94, 2.16, 0.62)  0.24
H (-0.47, 0.48, 1.31)  0.18
H (-2.64, -1.15, -0.87)  0.18
H (-1.95, -1.29, 0.79)  0.14



2 unconnected molecules or ions with the total composition C4H7NO2, computed with ωB97M-V with the def2-TZVPD basis set.

Calculated values
Net charge: 0
Frontier orbital gap: 9.9889 eV
E_LUMO: -0.1 eV
Calculated total energy: -9844.57107 eV
Maximum force: 0.5 eV/A
Energy above the lowest of the compared OMol25 structures with the same formula, charge and spin: 261.3 kJ/mol

Last column: natural (NBO) charge in e.
Element x y z (Å)
C (-0.09, -0.96, -2.30)  -0.45
N (-0.86, -0.98, -1.08)  -0.33
C (-0.69, -0.01, -0.27)  -0.01
C (-1.42, -0.05, 1.02)  0.40
O (-1.18, 0.71, 1.94)  -0.52
C (1.52, 1.07, 1.98)  0.30
O (1.96, 0.44, 1.04)  -0.54
H (0.70, -1.72, -2.22)  0.22
H (-0.73, -1.25, -3.13)  0.21
H (0.38, 0.01, -2.51)  0.18
H (-2.20, -0.83, 1.10)  0.13
H (-0.01, 0.83, -0.45)  0.18
H (1.43, 0.62, 2.99)  0.12
H (1.19, 2.12, 1.89)  0.12



A molecular structure, C4H7NO2 in a non-equilibrium geometry, computed with ωB97M-V with the def2-TZVPD basis set.

Calculated values
Net charge: 0
Frontier orbital gap: 10.2726 eV
E_LUMO: 0.6 eV
Calculated total energy: -9844.05750 eV
Maximum force: 3.8 eV/A
Energy above the lowest of the compared OMol25 structures with the same formula, charge and spin: 310.9 kJ/mol

Last column: natural (NBO) charge in e.
Element x y z (Å)
O (-2.43, -0.04, -0.47)  -0.70
C (-1.18, -0.10, 0.17)  0.06
C (-0.09, -1.00, -0.40)  -0.24
N (0.77, 0.01, 0.23)  -0.45
C (-0.22, 1.06, -0.06)  -0.23
C (2.11, 0.09, 0.37)  0.54
O (2.70, 1.13, 0.60)  -0.59
H (-3.18, -0.32, 0.05)  0.49
H (-0.68, -0.23, 1.24)  0.22
H (-0.03, -2.03, -0.04)  0.20
H (0.03, -0.94, -1.48)  0.19
H (-0.28, 1.93, 0.60)  0.21
H (-0.11, 1.36, -1.11)  0.19
H (2.59, -0.90, 0.29)  0.11



C4H7NO2 in the gas phase, computed with ωB97M-V with the def2-TZVPD basis set.

Calculated values
Net charge: 0
Frontier orbital gap: 10.7489 eV
E_LUMO: 0.9 eV
Calculated total energy: -9846.16148 eV
Maximum force: 0.5 eV/A
Energy above the lowest of the compared OMol25 structures with the same formula, charge and spin: 107.9 kJ/mol

Last column: natural (NBO) charge in e.
Element x y z (Å)
C (1.52, 1.63, -1.34)  -0.27
N (-0.15, -0.13, -0.21)  -0.57
C (1.09, -0.24, -0.01)  0.45
O (2.00, 0.62, -0.45)  -0.48
C (-0.98, -1.19, 0.22)  0.68
O (-0.95, -2.28, -0.30)  -0.56
C (-1.92, -0.83, 1.34)  -0.72
H (2.41, 2.16, -1.68)  0.20
H (0.99, 1.18, -2.18)  0.20
H (0.84, 2.31, -0.81)  0.19
H (1.57, -1.04, 0.56)  0.17
H (-1.34, -0.60, 2.24)  0.23
H (-2.59, -1.66, 1.54)  0.24
H (-2.49, 0.07, 1.09)  0.24



4 unconnected molecules or ions with the total composition C4H7NO2 in a non-equilibrium geometry, computed with ωB97M-V with the def2-TZVPD basis set.

Calculated values
Net charge: 0
Frontier orbital gap: 9.4272 eV
E_LUMO: 0.0 eV
Calculated total energy: -9837.28856 eV
Maximum force: 7.5 eV/A
Energy above the lowest of the compared OMol25 structures with the same formula, charge and spin: 964.0 kJ/mol

Last column: natural (NBO) charge in e.
Element x y z (Å)
C (-1.53, 0.85, -1.27)  -0.38
C (0.70, 0.78, -0.62)  0.90
C (0.95, -0.89, 1.20)  0.03
C (-0.23, -1.13, 1.71)  -0.49
H (-2.41, 1.69, -0.21)  0.20
H (-2.34, -0.36, -2.00)  0.20
H (-0.39, 1.72, -2.21)  0.30
H (2.40, 0.10, 0.19)  0.39
H (2.04, -1.60, 1.42)  0.18
H (-0.98, -0.88, 1.08)  0.23
H (-0.20, -2.03, 2.43)  0.23
N (1.50, -0.16, 0.03)  -0.63
O (-0.52, 0.10, -0.57)  -0.60
O (1.00, 1.81, -1.17)  -0.58



C4H7NO2 in the gas phase, computed with ωB97M-V with the def2-TZVPD basis set.

Calculated values
Net charge: 0
Frontier orbital gap: 10.7806 eV
E_LUMO: 0.8 eV
Calculated total energy: -9845.81123 eV
Maximum force: 0.3 eV/A
Energy above the lowest of the compared OMol25 structures with the same formula, charge and spin: 141.7 kJ/mol

Last column: natural (NBO) charge in e.
Element x y z (Å)
O (-0.16, -0.90, 1.62)  -0.72
C (0.13, 0.29, 0.91)  0.05
C (1.34, 0.12, 0.01)  -0.09
O (1.03, -0.58, -1.21)  -0.50
C (-0.26, -0.84, -1.48)  0.41
N (-1.30, -0.32, -0.97)  -0.51
C (-1.04, 0.72, 0.03)  -0.28
H (-0.95, -1.29, 1.24)  0.48
H (0.39, 1.06, 1.65)  0.19
H (1.73, 1.11, -0.26)  0.18
H (2.12, -0.44, 0.52)  0.21
H (-0.35, -1.61, -2.25)  0.18
H (-0.78, 1.65, -0.49)  0.20
H (-1.94, 0.89, 0.61)  0.21



C4H7NO2 in the gas phase, computed with ωB97M-V with the def2-TZVPD basis set.

Calculated values
Net charge: 0
Frontier orbital gap: 9.9967 eV
E_LUMO: 0.6 eV
Calculated total energy: -9844.95284 eV
Maximum force: 0.6 eV/A
Energy above the lowest of the compared OMol25 structures with the same formula, charge and spin: 224.5 kJ/mol

Last column: natural (NBO) charge in e.
Element x y z (Å)
O (0.07, 1.14, -1.63)  -0.71
C (0.18, -0.09, -0.99)  0.11
C (1.28, -0.35, 0.04)  -0.25
N (0.30, -1.18, 0.77)  -0.60
C (-0.80, -0.42, 0.17)  -0.19
C (-1.23, 0.75, 1.05)  0.43
O (-0.63, 1.06, 2.05)  -0.53
H (0.50, 1.07, -2.49)  0.48
H (0.13, -0.93, -1.70)  0.17
H (1.53, 0.58, 0.57)  0.19
H (2.20, -0.86, -0.27)  0.19
H (0.34, -1.05, 1.78)  0.37
H (-1.70, -0.98, -0.12)  0.20
H (-2.18, 1.25, 0.77)  0.12



C4H7NO2 in the gas phase in a non-equilibrium geometry, computed with ωB97M-V with the def2-TZVPD basis set.

Calculated values
Net charge: 0
Frontier orbital gap: 10.5361 eV
E_LUMO: 0.9 eV
Calculated total energy: -9842.67632 eV
Maximum force: 4.7 eV/A
Energy above the lowest of the compared OMol25 structures with the same formula, charge and spin: 444.2 kJ/mol

Last column: natural (NBO) charge in e.
Element x y z (Å)
C (0.78, -0.17, -1.72)  -0.68
C (0.35, -0.19, -0.28)  0.20
N (0.78, -0.78, 0.74)  -0.12
O (1.64, -1.74, 0.39)  -0.56
C (-1.00, 0.47, 0.16)  0.01
C (-1.25, 0.94, 1.49)  -0.10
O (-1.22, 1.87, 0.42)  -0.51
H (0.92, -1.18, -2.07)  0.24
H (0.07, 0.36, -2.35)  0.23
H (1.74, 0.34, -1.77)  0.24
H (1.93, -2.14, 1.20)  0.48
H (-1.99, 0.33, -0.37)  0.21
H (-2.23, 0.82, 1.93)  0.17
H (-0.52, 1.07, 2.24)  0.19



C4H7NO2 in the gas phase, computed with ωB97M-V with the def2-TZVPD basis set.

Calculated values
Net charge: 0
Frontier orbital gap: 10.4159 eV
E_LUMO: 0.7 eV
Calculated total energy: -9846.49320 eV
Maximum force: 0.5 eV/A
Energy above the lowest of the compared OMol25 structures with the same formula, charge and spin: 75.9 kJ/mol

Last column: natural (NBO) charge in e.
Element x y z (Å)
C (-2.01, -0.87, 0.22)  -0.72
C (-0.53, -0.64, 0.09)  0.57
C (-0.05, 0.82, 0.00)  -0.34
N (1.34, 0.90, 0.34)  -0.62
C (2.23, 0.39, -0.59)  0.55
O (3.33, -0.03, -0.34)  -0.57
O (0.28, -1.53, 0.14)  -0.52
H (-2.38, -0.18, 0.98)  0.23
H (-2.18, -1.90, 0.53)  0.24
H (-2.55, -0.67, -0.71)  0.24
H (1.81, 0.47, -1.61)  0.09
H (-0.65, 1.45, 0.67)  0.22
H (-0.20, 1.22, -1.01)  0.23
H (1.56, 0.57, 1.28)  0.40



A molecular structure, C4H7NO2 in a non-equilibrium geometry, computed with ωB97M-V with the def2-TZVPD basis set.

Calculated values
Net charge: 0
Frontier orbital gap: 8.1917 eV
E_LUMO: 0.2 eV
Calculated total energy: -9843.92509 eV
Maximum force: 2.8 eV/A
Energy above the lowest of the compared OMol25 structures with the same formula, charge and spin: 323.7 kJ/mol

Last column: natural (NBO) charge in e.
Element x y z (Å)
C (0.99, -0.74, 0.66)  -0.86
C (0.07, -0.33, -0.45)  -0.45
C (-1.11, -1.29, -0.29)  0.52
O (-1.32, -1.85, 0.79)  -0.52
C (-0.47, 1.10, -0.42)  0.70
O (-1.67, 1.36, -0.48)  -0.62
N (0.51, 2.03, -0.36)  -0.82
H (-0.32, -1.41, 1.36)  0.38
H (1.77, -1.46, 0.37)  0.22
H (1.20, -0.07, 1.49)  0.22
H (0.41, -0.50, -1.48)  0.24
H (-1.73, -1.63, -1.10)  0.17
H (1.44, 1.71, -0.14)  0.41
H (0.27, 3.00, -0.23)  0.41



2 unconnected molecules or ions with the total composition C4H7NO2 in a non-equilibrium geometry, computed with ωB97M-V with the def2-TZVPD basis set.

Calculated values
Net charge: 0
Frontier orbital gap: 10.2091 eV
E_LUMO: 0.6 eV
Calculated total energy: -9843.81918 eV
Maximum force: 5.2 eV/A
Energy above the lowest of the compared OMol25 structures with the same formula, charge and spin: 333.9 kJ/mol

Last column: natural (NBO) charge in e.
Element x y z (Å)
C (-0.36, -1.46, -2.90)  -0.20
C (-0.13, 0.47, 2.37)  -0.68
C (-0.34, -1.19, -1.43)  0.80
C (0.42, 1.19, 1.18)  0.15
O (-1.25, -0.50, -2.33)  -0.50
N (1.33, 2.05, 1.37)  -0.63
O (-0.10, -1.48, -0.32)  -0.49
H (-0.06, 1.00, 0.18)  0.14
H (1.66, 2.54, 0.54)  0.33
H (0.43, -1.05, -3.52)  0.20
H (-0.78, -2.42, -3.20)  0.20
H (0.29, 0.85, 3.29)  0.23
H (-1.21, 0.60, 2.41)  0.22
H (0.13, -0.59, 2.34)  0.23